# 1
17
Properties=species:S:1:pos:R:3:forces:R:3:mulliken_charge:R:1 method="wB97M-V/def2-TZVPD" smiles="NC[C@@H](N)CC=O" relative_energy_ev=2.753 orbital_gap_ev=10.174 spin_multiplicity=1
N 2.13666 -0.80707 0.78247 -0.6 -3.0 0.1 -0.62
C 1.00355 -0.77586 -0.24142 -0.4 -1.9 1.1 -0.90
C -0.14893 0.19997 0.22706 1.7 -0.5 -0.4 0.09
N 0.49071 1.56120 0.43411 0.9 -1.1 -1.1 -0.72
C -1.28144 0.03451 -0.83839 0.0 2.2 1.8 -0.66
C -2.49294 0.75566 -0.21165 -2.3 -0.6 -0.7 -0.01
O -3.68412 0.41940 -0.39040 3.6 1.2 0.7 -0.52
H 2.81111 -1.38121 0.27324 0.7 0.8 -0.3 0.28
H 1.97649 -1.63035 1.47427 -0.6 2.1 -0.8 0.25
H 0.58268 -1.84445 -0.43733 0.5 1.6 0.5 0.39
H 1.50409 -0.53832 -1.22060 -0.9 0.5 0.8 0.36
H -0.59590 -0.05738 1.21477 0.5 -0.4 -0.6 0.41
H 1.02175 1.56015 1.32251 -1.0 -0.3 -0.3 0.31
H 1.33132 1.45906 -0.18206 -1.0 0.8 0.2 0.33
H -1.51825 -1.00313 -0.88899 -0.2 -0.8 -0.4 0.29
H -0.98456 0.44960 -1.80683 -0.2 0.0 0.1 0.36
H -2.15223 1.59822 0.48922 -0.9 -0.7 -0.7 0.35



# 2
17
Properties=species:S:1:pos:R:3:forces:R:3:mulliken_charge:R:1 method="wB97M-V/def2-TZVPD" smiles="C[C@@H](CN)NC=O" relative_energy_ev=2.743 orbital_gap_ev=10.049 spin_multiplicity=1
C 0.92712 -1.18487 -0.64572 0.2 2.0 1.1 -1.02
C 0.09555 0.15119 -0.47362 0.8 0.6 2.4 0.05
C -1.35095 -0.06471 0.06493 1.3 0.5 -0.1 -0.51
N -2.42260 0.11808 -0.91547 0.2 0.8 -0.8 -0.68
N 0.86187 1.13668 0.45578 1.2 0.2 1.4 -0.28
C 1.71945 0.80864 1.55918 -0.7 -1.3 -2.4 -0.01
O 1.65658 -0.18270 2.26647 -0.3 1.2 -0.7 -0.50
H 0.91516 -1.40900 -1.74292 0.0 -0.4 1.2 0.34
H 0.39685 -1.91596 0.07761 1.6 0.7 -1.5 0.31
H 2.00457 -0.83673 -0.30430 -2.1 -1.6 -0.8 0.23
H 0.09084 0.79376 -1.31168 -0.4 0.1 -1.5 0.45
H -1.45535 -1.06986 0.33684 0.5 -1.7 1.1 0.26
H -1.35554 0.55038 1.02095 -1.0 -0.4 -1.5 0.38
H -3.24377 0.19192 -0.35799 -1.0 0.0 -0.1 0.23
H -2.54676 -0.64082 -1.62505 0.4 0.8 1.3 0.23
H 1.07703 2.12289 0.14957 -0.6 -1.9 -0.1 0.22
H 2.62994 1.43110 1.44541 -0.3 0.4 1.0 0.30



# 3
17
Properties=species:S:1:pos:R:3:forces:R:3:mulliken_charge:R:1 method="wB97M-V/def2-TZVPD" smiles="CCNCC(N)=O" relative_energy_ev=0.774 orbital_gap_ev=10.162 spin_multiplicity=1
C 1.38383 -2.07507 0.70267 0.1 -0.6 0.0 -1.29
C 1.14840 -0.88892 -0.18503 -0.1 0.5 -0.1 -0.31
N -0.01138 -0.11871 0.25138 -0.3 0.2 -0.2 -0.30
C 0.01384 1.30033 -0.11202 -0.4 -0.7 0.0 -0.40
C -1.40169 1.85619 -0.19270 0.0 -0.2 -0.1 0.31
N -2.26247 1.09921 -0.95408 0.1 0.3 0.3 -0.43
O -1.72234 2.90866 0.31085 0.0 0.3 0.0 -0.59
H 0.54786 -2.76879 0.62237 -0.1 0.0 0.1 0.32
H 1.52862 -1.84240 1.75690 0.0 0.3 0.0 0.37
H 2.26784 -2.61678 0.37970 0.1 -0.1 -0.1 0.36
H 0.96391 -1.24641 -1.20099 0.0 0.0 -0.1 0.24
H 2.03128 -0.24620 -0.25243 0.2 0.0 0.2 0.33
H -0.15442 -0.20288 1.24843 0.1 -0.1 0.0 0.19
H 0.41125 1.37782 -1.12249 0.2 0.1 0.0 0.35
H 0.59787 1.90241 0.58018 0.1 0.2 0.0 0.33
H -2.13987 0.09962 -0.89555 0.1 0.0 -0.1 0.26
H -3.20254 1.46191 -0.93720 -0.1 -0.2 0.0 0.26



# 4
17
Properties=species:S:1:pos:R:3:forces:R:3:mulliken_charge:R:1 method="wB97M-V/def2-TZVPD" smiles="C=NCC.NC=O" relative_energy_ev=1.809 orbital_gap_ev=10.618 spin_multiplicity=1
C -1.31833 -1.42823 -1.06665 1.6 1.3 0.4 -0.38
N -0.40218 -0.83822 -0.36361 -1.5 -1.5 -1.6 -0.27
C 0.12460 -1.65989 0.72612 -0.1 -0.3 -0.1 -0.46
C 0.16711 -0.84993 2.00887 1.0 -0.2 0.6 -0.95
H -1.68670 -2.41264 -0.78210 -0.1 -0.1 -0.1 0.27
H -1.68152 -0.98245 -2.01564 0.1 -0.1 0.8 0.22
H -0.45374 -2.61067 0.79164 0.1 0.5 0.3 0.38
H 1.13187 -1.99299 0.44711 0.0 0.3 0.0 0.26
H 0.47453 -1.50414 2.85817 0.1 0.4 -0.6 0.34
H 0.92555 -0.00944 1.89060 -1.3 -0.8 0.3 0.21
H -0.84301 -0.52833 2.27364 0.2 0.5 -0.2 0.29
N 0.21824 2.02792 -1.58199 0.7 1.4 0.3 -0.32
C 0.81174 2.94983 -0.73851 0.3 -0.5 0.5 0.06
O 0.85112 2.83031 0.48603 -0.2 0.3 -1.7 -0.53
H -0.10696 1.20637 -1.10831 0.0 -0.8 0.0 0.35
H 0.50203 1.97559 -2.55919 -0.2 0.1 0.6 0.23
H 1.28567 3.82692 -1.26620 -0.4 -0.6 0.3 0.31



# 5
17
Properties=species:S:1:pos:R:3:forces:R:3:mulliken_charge:R:1 method="wB97M-V/def2-TZVPD" smiles="CC[C@H](N)C(N)=O" relative_energy_ev=0.834 orbital_gap_ev=10.149 spin_multiplicity=1
C 0.63982 -2.19600 0.31706 -1.2 0.5 0.7 -1.18
C -0.30483 -1.00122 0.58514 -0.7 -0.5 -0.5 -0.65
C 0.19815 0.25707 -0.10901 0.7 0.2 1.0 0.16
N 1.39142 0.73021 0.63637 -0.4 -0.6 -0.2 -0.73
C -0.81449 1.40233 -0.14024 0.2 0.2 -0.4 0.33
N -1.30623 1.75437 -1.36712 -0.1 0.2 -0.4 -0.37
O -1.03865 2.09223 0.83532 0.1 -0.2 0.0 -0.61
H 0.14280 -3.13172 0.55407 -0.2 -0.1 0.1 0.36
H 0.78359 -2.21438 -0.76213 0.9 -0.1 0.1 0.36
H 1.48808 -2.13714 0.99221 0.6 0.1 -0.7 0.28
H -0.47825 -0.76364 1.63664 0.3 -0.1 0.1 0.30
H -1.30089 -1.27973 0.21122 0.1 0.2 -0.1 0.35
H 0.58513 0.04136 -1.10009 -0.4 -0.2 -0.3 0.45
H 2.01638 1.19914 0.01192 0.3 0.4 -0.2 0.23
H 1.09072 1.38670 1.33491 -0.1 0.3 0.4 0.27
H -1.47546 1.16112 -2.16102 0.5 -0.3 0.2 0.20
H -1.61728 2.69928 -1.47524 -0.5 0.2 0.2 0.23



# 6
17
Properties=species:S:1:pos:R:3:forces:R:3:mulliken_charge:R:1 method="wB97M-V/def2-TZVPD" relative_energy_ev=6.174 orbital_gap_ev=7.774 spin_multiplicity=1
C 1.61188 -0.51947 -0.93269 -0.1 0.4 0.2 -1.13
N -0.08991 0.04164 1.04108 0.5 0.0 -0.5 0.19
C 0.89402 -1.14111 0.23314 -0.8 -0.5 0.1 0.67
N 0.30659 1.41395 1.16244 -0.3 -0.1 0.1 -0.79
O 1.30873 -2.01877 0.95712 -0.3 0.6 -0.3 -0.60
H -0.17964 -0.35473 1.97548 0.0 0.1 -0.1 0.34
H 0.99470 1.61850 0.44443 0.0 -0.2 0.0 0.27
H -0.52709 1.96132 0.93366 0.2 -0.1 0.0 0.34
H 2.41703 0.12669 -0.56604 0.0 0.0 0.0 0.32
H 2.06738 -1.32041 -1.51202 -0.1 0.0 0.0 0.33
H 0.93774 0.06418 -1.56076 0.0 0.0 0.0 0.28
C -1.30256 -0.30270 0.18538 -0.1 1.0 0.5 -0.08
C -1.84647 0.69540 -0.61396 0.3 -0.7 0.1 -1.07
H -2.86256 0.56445 -0.95951 0.1 -0.1 0.0 0.28
H -2.00441 -0.89212 0.77234 0.1 -0.2 -0.2 0.28
H -0.50763 -1.28428 -0.35074 0.6 -0.4 0.0 0.13
H -1.21781 1.34745 -1.20935 0.0 0.1 0.1 0.25



# 7
17
Properties=species:S:1:pos:R:3:forces:R:3:mulliken_charge:R:1 method="wB97M-V/def2-TZVPD" smiles="CNCCNC=O" relative_energy_ev=3.483 orbital_gap_ev=9.385 spin_multiplicity=1
C -0.06815 2.13996 -1.24675 2.2 -0.5 1.2 -0.91
N -0.12788 1.39837 0.06916 -0.3 0.1 -0.2 -0.25
C 0.71698 0.23213 0.30956 2.8 2.0 -2.6 -0.99
C 0.31864 -0.97111 -0.47105 -4.4 0.3 -0.6 -0.30
N -0.40538 -1.95352 0.31955 -0.7 -0.9 0.1 -0.24
C -0.73729 -1.72244 1.60746 2.8 -1.7 2.4 0.05
O 0.10551 -1.49381 2.53836 -3.4 0.2 -2.7 -0.61
H 0.16168 3.21394 -1.16228 -0.1 -0.2 0.6 0.32
H -0.97250 2.11088 -1.83505 -0.2 -0.6 -0.2 0.28
H 0.85687 1.74723 -1.79527 -1.5 0.2 0.4 0.27
H -0.33762 1.88270 0.94427 0.2 0.2 -1.0 0.24
H 0.73704 -0.02831 1.33101 0.2 0.2 1.1 0.75
H 1.89032 0.41297 -0.03662 -2.6 -0.1 0.9 0.21
H -0.50541 -0.75057 -1.24866 2.0 0.3 0.5 0.23
H 1.08867 -1.49094 -0.83682 3.2 -1.4 -2.1 0.33
H -0.94269 -2.71967 -0.15383 0.4 1.8 0.5 0.27
H -1.77879 -2.00781 1.66698 -0.7 0.1 1.6 0.35



# 8
17
Properties=species:S:1:pos:R:3:forces:R:3:mulliken_charge:R:1 method="wB97M-V/def2-TZVPD" relative_energy_ev=5.516 orbital_gap_ev="7.443 / 6.852" spin_multiplicity=1
C 0.94106 -0.00364 -0.64684 -0.5 1.2 -1.5 -0.52
C 2.02190 0.82202 -0.04379 -0.1 0.1 0.1 -0.95
N 0.23231 -1.14323 1.31949 -2.3 0.2 0.4 -0.91
C -0.78906 -0.69463 0.52002 2.5 -2.2 1.2 0.69
N -1.40332 -1.67277 -0.21117 -0.3 0.4 -0.1 -0.43
C -1.14828 0.64586 0.27501 0.2 0.4 -0.9 -0.52
O -2.03119 0.90136 -0.78288 0.5 -0.1 0.7 -0.50
H -2.64224 1.60273 -0.53406 0.1 0.1 0.0 0.34
H 0.50184 -0.40569 1.96826 0.1 0.1 -0.1 0.22
H -2.24477 -1.43881 -0.70978 0.0 -0.1 0.0 0.20
H -1.27327 -2.61101 0.12620 0.0 0.1 0.0 0.29
H -0.71975 1.47059 0.83051 -0.2 -0.1 0.0 0.41
H 1.19936 -1.02755 -0.87191 -0.3 -0.2 0.4 0.37
H 0.40768 0.44077 -1.48092 0.2 0.2 -0.2 0.36
H 1.66168 1.79335 0.29581 0.0 0.0 0.0 0.28
H 2.76624 1.01462 -0.82808 0.0 0.0 0.1 0.35
H 2.51981 0.30605 0.77413 0.0 0.0 0.0 0.34



# 9
17
Properties=species:S:1:pos:R:3:forces:R:3:mulliken_charge:R:1 method="wB97M-V/def2-TZVPD" smiles="CNC(=O)N(C)C" relative_energy_ev=1.180 orbital_gap_ev=9.730 spin_multiplicity=1
C 2.10928 0.11418 0.19178 0.2 0.0 0.1 -0.69
N 1.37338 -0.15731 -1.03382 -0.1 0.0 -0.1 -0.10
C 0.02525 -0.32508 -1.04305 0.1 0.1 -0.1 0.35
O -0.62685 -0.70386 -1.99823 0.3 0.1 0.3 -0.65
N -0.51587 0.01179 0.24164 -0.1 0.0 -0.1 0.14
C -1.27540 -1.08615 0.79864 -0.2 -0.1 0.1 -1.05
C -1.22509 1.27775 0.21958 -0.1 0.2 0.0 -1.05
H 1.60346 0.88448 0.77266 0.2 0.0 -0.2 0.24
H 2.16233 -0.77074 0.83797 0.2 0.1 -0.2 0.23
H 3.11455 0.46051 -0.05599 -0.1 -0.1 0.0 0.33
H 1.86673 -0.41834 -1.87387 0.0 0.0 0.1 0.25
H -1.48413 -0.87242 1.85244 0.0 -0.1 -0.2 0.33
H -0.66710 -1.99588 0.74204 -0.2 0.1 0.1 0.32
H -2.21869 -1.25536 0.26274 0.0 -0.1 0.1 0.33
H -0.59827 2.04684 -0.24901 -0.1 -0.2 0.1 0.33
H -2.17564 1.21866 -0.32974 0.1 0.0 0.0 0.36
H -1.43615 1.59124 1.24806 0.0 -0.1 -0.1 0.33



# 10
17
Properties=species:S:1:pos:R:3:forces:R:3:mulliken_charge:R:1 method="wB97M-V/def2-TZVPD" smiles="C=C(N)[C@@H](O)NC" relative_energy_ev=1.697 orbital_gap_ev=9.359 spin_multiplicity=1
C 2.14751 0.89795 -0.42025 -0.1 0.1 0.0 -1.13
C 1.29144 -0.00002 0.05790 -0.1 0.1 0.1 0.55
N 1.62443 -1.31142 0.35947 0.1 -0.1 0.1 -0.53
C -0.15517 0.30956 0.40291 0.0 -0.3 0.0 0.08
O -0.48940 1.67829 0.27162 -0.1 0.0 -0.1 -0.61
N -0.99308 -0.49763 -0.44780 0.1 0.3 0.0 -0.36
C -2.39664 -0.50079 -0.06721 -0.1 0.1 0.0 -0.89
H 3.16235 0.63099 -0.65672 0.2 -0.1 0.0 0.25
H 1.86237 1.91780 -0.59747 -0.1 0.2 -0.1 0.30
H 0.84152 -1.94537 0.28970 0.1 0.0 -0.1 0.27
H 2.45667 -1.64888 -0.10075 -0.1 -0.1 0.1 0.23
H -0.33648 -0.01688 1.44407 0.1 0.0 -0.2 0.33
H 0.15394 2.20020 0.76012 0.0 0.0 0.1 0.33
H -0.90287 -0.15202 -1.39957 0.1 -0.1 0.1 0.26
H -2.48227 -0.93587 0.92896 -0.1 0.0 0.0 0.30
H -2.84193 0.49958 -0.05290 0.0 -0.1 0.0 0.30
H -2.94242 -1.12549 -0.77209 -0.1 0.0 0.1 0.31



# 11
17
Properties=species:S:1:pos:R:3:forces:R:3:mulliken_charge:R:1 method="wB97M-V/def2-TZVPD" smiles="CNC(=O)N(C)C" relative_energy_ev=0.710 orbital_gap_ev=9.787 spin_multiplicity=1
C 2.66611 -0.22844 -0.43734 0.2 0.0 0.0 -0.83
N 1.31642 0.31439 -0.46436 -0.1 0.0 0.1 -0.24
C 0.32137 -0.55350 -0.06678 -0.1 -0.1 0.0 0.61
O 0.57593 -1.73479 0.13470 -0.1 0.2 0.0 -0.68
N -0.95876 -0.05281 0.04355 0.2 -0.1 0.0 0.09
C -1.95075 -0.92887 0.63165 -0.1 -0.1 0.1 -1.00
C -1.31502 1.33890 -0.10317 0.0 0.1 -0.1 -1.01
H 3.04725 -0.36518 0.58350 -0.1 0.0 -0.2 0.28
H 2.66448 -1.20582 -0.92711 0.0 0.3 0.1 0.29
H 3.33361 0.44299 -0.97789 -0.1 0.0 0.0 0.31
H 1.20250 1.30298 -0.29570 0.0 -0.2 0.0 0.23
H -2.16860 -0.65251 1.67234 0.0 0.0 -0.1 0.33
H -1.55341 -1.94198 0.61245 -0.1 0.1 0.0 0.32
H -2.88154 -0.89207 0.05515 0.1 0.0 0.1 0.31
H -0.80614 1.79516 -0.95807 0.0 -0.1 0.1 0.38
H -2.39033 1.39719 -0.30068 0.2 0.0 0.0 0.30
H -1.11146 1.93660 0.79906 0.0 -0.1 -0.1 0.30



# 12
17
Properties=species:S:1:pos:R:3:forces:R:3:mulliken_charge:R:1 method="wB97M-V/def2-TZVPD" relative_energy_ev=3.243 orbital_gap_ev="6.382 / 6.171" spin_multiplicity=3
C -0.25917 -2.81289 0.92561 1.2 -4.3 -2.5 -0.47
C -0.51585 1.31811 -1.62847 0.0 -0.9 -1.2 -1.30
C 0.95021 1.43358 0.55415 2.2 3.0 -0.3 -1.17
C -0.16846 0.78228 -0.18771 -1.9 -0.1 -0.7 0.65
N 0.12760 -0.59610 -0.28161 0.0 -1.0 -1.9 -0.57
N -0.53033 -1.57905 1.02529 2.7 3.5 1.2 0.48
O -1.25204 -0.99789 1.79562 -2.4 0.4 1.2 -0.55
H -0.76743 -3.47154 1.57874 -0.6 -1.0 0.3 0.35
H 0.46605 -3.16766 0.10517 -1.1 0.8 1.7 0.23
H 0.38342 1.46814 -2.32169 -1.0 -0.3 1.1 0.30
H -1.20992 0.52348 -2.12385 1.3 1.4 0.9 0.30
H -1.08685 2.25993 -1.61207 0.3 -0.2 0.2 0.34
H 1.48287 0.76600 1.27537 -0.5 0.4 -0.8 0.32
H 0.85429 2.46618 1.12122 -0.5 -2.0 -1.3 0.25
H 1.59118 1.68224 -0.37294 0.1 -0.3 1.9 0.28
H -1.15411 0.83442 0.29445 0.2 0.1 0.5 0.29
H 1.08854 -0.90924 -0.14726 0.0 0.5 -0.3 0.28



# 13
18
Properties=species:S:1:pos:R:3:forces:R:3:mulliken_charge:R:1 method="wB97M-V/def2-TZVPD" charge=-1 relative_energy_ev=6.855 orbital_gap_ev="7.569 / 6.856" spin_multiplicity=2
C 0.17851 -0.83710 -0.01251 1.2 -2.7 3.9 -0.56
C 1.52112 -0.02397 -0.21747 -0.3 3.5 -3.6 0.10
C 1.96828 0.35708 -1.70923 -3.0 -0.5 1.5 -1.16
O 2.93502 -0.01118 0.56590 -3.0 -4.2 -1.1 -0.60
N -0.95427 -0.42488 -0.71290 0.3 0.1 -0.9 -0.52
C -1.83765 0.39411 0.11256 -1.4 1.0 2.9 0.34
N -2.77224 -0.59344 0.94433 0.1 0.7 -1.5 -0.62
O -1.28072 1.30313 0.92178 0.5 -1.0 -1.0 -0.75
H 0.00917 -0.54188 1.12423 0.2 -1.2 -1.7 0.32
H 0.37204 -2.01606 -0.13198 -0.6 2.2 0.0 0.27
H 1.11062 0.82530 0.22259 -0.4 1.8 0.4 0.28
H 2.29681 -0.52066 -2.20045 0.2 -1.0 -0.8 0.32
H 2.80821 0.94666 -1.51777 1.1 1.4 -0.2 0.41
H 1.11106 0.84349 -2.28314 1.3 -0.6 0.8 0.28
H 2.22383 -0.98281 0.18758 3.2 1.2 2.0 0.28
H -2.51292 0.88433 -0.58468 -0.3 -0.1 -0.5 0.23
H -2.99449 -0.45558 1.92802 0.9 0.4 -0.5 0.19
H -2.55485 -1.53078 0.69408 0.0 -0.8 0.2 0.19



# 14
18
Properties=species:S:1:pos:R:3:forces:R:3:mulliken_charge:R:1 method="wB97M-V/def2-TZVPD" charge=-2 relative_energy_ev=0.000 orbital_gap_ev=3.390 spin_multiplicity=1
C 0.19826 1.46414 -1.14987 -2.7 2.0 2.1 -1.18
C 0.06061 1.05336 0.34720 -1.4 -3.3 -2.9 -0.42
C -0.41308 -1.39167 0.87619 2.1 1.1 -0.7 -0.22
C 0.46469 -0.42641 0.47478 -3.2 0.3 1.3 -0.51
N -0.07671 -2.69878 1.20975 1.4 -1.5 -1.3 -0.67
N 2.42899 -2.88945 -0.86206 0.5 -0.2 -0.6 -0.06
O 1.42464 -3.63378 -0.95425 0.1 -0.1 0.0 -0.49
O 3.27180 -2.99316 -1.77836 -0.3 0.1 0.4 -0.51
H -0.37549 2.45144 -1.26356 0.4 -1.4 -0.3 0.27
H -0.16429 0.67219 -1.75623 -0.3 -0.4 -0.8 0.40
H 1.16461 1.74278 -1.34414 2.6 0.2 -0.8 0.34
H -1.03250 1.03297 0.53018 0.7 0.7 0.7 0.23
H 0.68476 1.67525 0.89520 0.6 1.3 1.6 0.35
H -1.45206 -1.20361 0.92501 -1.1 0.5 0.4 0.28
H -7.78927 12.23292 2.19026 0.0 0.0 0.0 -1.00
H 1.39446 -0.74691 0.17263 2.3 -0.5 -0.3 0.46
H 0.88205 -2.99158 0.80624 -1.7 0.9 0.7 0.43
H -0.67146 -3.34971 0.68102 0.0 0.3 0.5 0.28



# 15
18
Properties=species:S:1:pos:R:3:forces:R:3:mulliken_charge:R:1 method="wB97M-V/def2-TZVPD" smiles="CC(N)=O.CC(N)=O" relative_energy_ev=1.440 orbital_gap_ev=10.151 spin_multiplicity=1
C 1.01378 2.04876 -0.08117 -1.4 -0.6 -1.0 -0.70
C 0.47902 1.73748 -1.56650 -2.3 2.3 0.6 0.55
N -0.83627 2.21534 -1.95302 1.2 0.4 5.8 -0.45
O 1.16404 1.34845 -2.45239 1.7 -1.2 -0.7 -0.56
H 0.18721 2.09097 0.67839 0.7 0.8 -1.0 0.25
H 1.73891 2.89669 -0.14100 -0.9 -0.6 0.2 0.29
H 1.48468 1.14217 0.27192 0.6 -0.1 -0.3 0.20
H -1.24807 2.00319 -2.79219 -0.5 -0.9 -2.4 0.21
H -1.52100 2.29785 -1.16685 1.0 0.0 -1.1 0.23
C -0.16888 -2.22175 -0.03405 0.8 -0.4 -1.8 -0.80
C -0.32080 -1.40726 1.22318 -0.8 0.5 1.5 0.56
N -0.53387 -2.07093 2.44904 1.1 -1.8 -5.0 -0.41
O -0.37574 -0.19729 1.14096 0.0 -0.1 0.2 -0.56
H -0.81371 -1.73118 -0.85104 0.7 -1.1 1.4 0.22
H -0.26023 -3.32892 0.04802 -0.6 0.8 0.1 0.32
H 0.86247 -2.14167 -0.48186 -0.7 0.4 0.8 0.27
H -0.67708 -1.67452 3.30025 -0.2 1.8 2.4 0.19
H -0.17448 -3.00734 2.40833 -0.3 -0.2 0.5 0.18